Entry 1:
The following is a quantum chemistry calculation of C30H26N8O4Os as an isolated structure, from the Open Molecules 2025 dataset.

Atoms and positions in Å:
Os1 0.801 -0.890 -0.943
C1 0.369 5.798 0.918
C2 0.098 4.409 0.424
C3 -1.057 3.723 0.808
C4 -1.269 2.427 0.403
C5 -0.340 1.774 -0.416
N1 -0.509 0.391 -0.637
C6 -1.802 -0.102 -0.933
C7 -2.651 0.653 -1.762
C8 -3.918 0.223 -2.060
C9 -4.401 -0.992 -1.551
C10 -5.777 -1.470 -1.895
C11 -3.555 -1.757 -0.756
C12 -2.275 -1.338 -0.439
N2 -1.500 -2.164 0.413
C13 -1.920 -2.954 1.429
C14 -0.820 -3.603 1.929
C15 0.260 -3.146 1.164
N3 -0.161 -2.282 0.252
C16 0.801 2.462 -0.841
C17 1.009 3.762 -0.404
N4 1.706 1.908 -1.777
C18 2.545 2.595 -2.591
C19 3.231 1.690 -3.353
C20 2.748 0.444 -2.957
N5 1.820 0.578 -2.015
H1 -0.550 6.381 0.968
H2 1.078 6.320 0.278
H3 0.790 5.762 1.925
H4 -1.782 4.206 1.450
H5 -2.135 1.879 0.750
H6 -2.285 1.592 -2.154
H7 -4.554 0.825 -2.696
H8 -6.485 -0.643 -1.902
H9 -6.127 -2.227 -1.196
H10 -5.779 -1.908 -2.896
H11 -3.899 -2.713 -0.382
H12 -2.953 -2.977 1.730
H13 -0.796 -4.308 2.741
H14 1.308 -3.382 1.242
H15 1.906 4.289 -0.697
H16 2.573 3.669 -2.594
H17 3.977 1.902 -4.099
H18 3.031 -0.535 -3.300
N6 2.285 -3.991 -3.468
C21 3.366 -3.925 -2.621
C22 3.099 -2.923 -1.748
N7 1.862 -2.383 -2.063
C23 1.400 -3.056 -3.105
H19 2.175 -4.630 -4.240
H20 4.215 -4.579 -2.716
H21 3.695 -2.529 -0.944
H22 0.462 -2.888 -3.608
O1 4.033 -0.202 1.437
C24 2.852 -0.381 1.362
O2 2.360 -0.902 0.206
C25 1.968 -0.145 2.557
C26 2.601 -0.013 3.795
C27 1.861 0.210 4.946
C28 0.479 0.323 4.886
C29 -0.126 0.197 3.652
C30 0.590 -0.033 2.493
N8 -1.593 0.301 3.545
O3 -2.094 0.074 2.446
O4 -2.217 0.603 4.529
H23 3.679 -0.087 3.840
H24 2.364 0.300 5.899
H25 -0.118 0.502 5.769
H26 0.049 -0.115 1.571

Computed properties:
* relative energy (zero: lowest compared OMol25 entry of this formula, charge and spin): 15.0 kcal/mol
* HOMO energy (alpha / beta): -13.9 / -14.2 eV
* spin multiplicity: 1
* total charge: +2


Entry 2:
The following is a quantum chemistry calculation of a 6-piece molecular cluster, C15H39F3N4O8S overall, from the Open Molecules 2025 dataset.

Atoms and positions in Å:
O1 0.435 0.378 0.606
H1 1.327 -0.002 0.721
C1 8.574 5.031 0.897
C2 9.276 3.810 0.345
O2 10.054 3.756 -0.562
N1 8.986 2.466 1.079
H2 9.798 1.894 1.265
H3 8.653 2.756 1.987
C3 7.965 1.648 0.270
H4 7.500 4.989 1.079
H5 8.767 5.930 0.311
H6 9.088 5.219 1.839
H7 7.821 0.631 0.634
H8 8.395 1.603 -0.731
H9 7.030 2.206 0.208
C4 -2.844 2.650 4.929
C5 -2.525 4.105 4.490
O3 -2.813 5.059 5.193
N2 -1.903 4.312 3.128
H10 -1.547 3.479 2.681
H11 -2.664 4.592 2.526
C6 -0.775 5.324 3.128
H12 -3.493 2.732 5.801
H13 -1.905 2.135 5.127
H14 -3.413 2.127 4.160
H15 0.114 4.787 3.459
H16 -0.821 6.124 3.867
H17 -0.561 5.613 2.100
C7 -4.386 0.561 -5.692
C8 -3.739 1.040 -4.380
O4 -4.269 1.538 -3.397
N3 -2.198 1.070 -4.348
H18 -1.861 0.956 -3.403
H19 -1.741 0.350 -4.888
C9 -1.507 2.350 -4.824
H20 -4.091 -0.334 -6.240
H21 -4.186 1.299 -6.468
H22 -5.473 0.487 -5.669
H23 -0.562 2.285 -4.284
H24 -2.068 3.205 -4.449
H25 -1.280 2.272 -5.887
C10 -5.214 -8.293 -3.085
N4 -4.481 -6.921 -2.963
C11 -3.909 -6.706 -4.373
C12 -5.589 -5.917 -2.617
C13 -3.320 -7.054 -1.917
C14 -2.500 -5.786 -1.564
O5 -3.216 -4.730 -0.969
H26 -6.005 -8.230 -3.833
H27 -5.536 -8.543 -2.074
H28 -4.469 -9.058 -3.301
H29 -3.037 -7.358 -4.425
H30 -3.639 -5.651 -4.410
H31 -4.641 -6.948 -5.143
H32 -6.429 -6.038 -3.300
H33 -5.092 -4.948 -2.568
H34 -5.876 -6.176 -1.597
H35 -2.604 -7.801 -2.262
H36 -3.797 -7.412 -1.005
H37 -1.942 -5.447 -2.437
H38 -1.702 -6.043 -0.869
H39 -2.612 -4.013 -0.761
C15 3.633 2.664 7.348
F1 4.098 1.598 8.042
F2 3.282 2.300 6.146
F3 2.563 3.088 8.109
S1 5.002 4.026 7.300
O6 4.378 5.223 6.768
O7 5.404 4.204 8.700
O8 6.090 3.540 6.454

Computed properties:
* relative energy (zero: lowest compared OMol25 entry of this formula, charge and spin): 173.9 kcal/mol
* HOMO energy: -8.9 eV
* spin multiplicity: 1
* total charge: +2


Entry 3:
The following is a quantum chemistry calculation of C8H10N2O as an isolated structure, from the Open Molecules 2025 dataset.

Atoms and positions in Å:
C1 -1.414 -1.815 1.940
C2 -1.661 -0.461 2.317
C3 -0.303 0.525 0.227
C4 -0.640 -0.460 -0.521
C5 -0.109 -0.636 -1.846
C6 1.231 -0.192 -2.236
C7 1.593 1.023 -1.407
C8 0.736 1.404 -0.277
H1 -2.010 -2.118 3.118
H2 -1.910 -1.936 0.715
H3 -0.073 -1.895 2.044
H4 -1.345 1.364 1.807
H5 -1.461 -1.244 -0.201
H6 -0.534 -1.461 -2.452
H7 1.650 -0.428 -3.350
H8 2.766 1.662 -2.766
H9 3.381 1.585 -0.510
H10 0.823 2.477 0.283
N1 -0.875 0.577 1.593
N2 2.615 1.940 -1.584
O1 -2.458 0.089 3.107

Computed properties:
* relative energy (zero: lowest compared OMol25 entry of this formula, charge and spin): 209.8 kcal/mol
* HOMO energy: -8.5 eV
* spin multiplicity: 1
* total charge: 0


Entry 4:
The following is a quantum chemistry calculation of C23H15AsO5V as an isolated structure, from the Open Molecules 2025 dataset.

Atoms and positions in Å:
O1 0.000 3.011 -2.879
C1 0.000 1.862 -2.879
V1 -0.002 -0.049 -2.879
O2 -0.001 -0.049 -5.940
C2 -0.002 -0.049 -4.790
C3 -0.003 -1.961 -2.880
O3 -0.004 -3.110 -2.880
C4 -1.913 -0.048 -2.879
O4 -3.062 -0.047 -2.880
C5 1.909 -0.051 -2.879
O5 3.059 -0.052 -2.879
C6 -0.735 3.884 2.652
C7 0.207 3.935 1.624
C8 0.409 2.821 0.808
C9 -0.321 1.639 1.015
C10 -1.271 1.596 2.049
C11 -1.473 2.716 2.864
As1 -0.013 0.158 -0.243
C12 1.813 -0.401 0.267
C13 2.293 -1.637 -0.193
C14 3.567 -2.088 0.164
C15 4.377 -1.310 0.993
C16 3.910 -0.083 1.467
C17 2.637 0.369 1.110
C18 -1.512 -1.000 0.251
C19 -1.247 -2.254 0.818
C20 -2.299 -3.097 1.186
C21 -3.622 -2.690 0.993
C22 -3.892 -1.436 0.436
C23 -2.840 -0.592 0.067
H1 -0.896 4.751 3.279
H2 0.775 4.841 1.451
H3 1.131 2.878 0.003
H4 -1.860 0.711 2.232
H5 -2.207 2.682 3.658
H6 1.678 -2.259 -0.824
H7 3.925 -3.043 -0.199
H8 5.362 -1.659 1.274
H9 4.533 0.517 2.118
H10 2.313 1.313 1.509
H11 -0.226 -2.577 0.974
H12 -2.089 -4.065 1.622
H13 -4.436 -3.343 1.279
H14 -4.917 -1.118 0.292
H15 -3.058 0.381 -0.350

Computed properties:
* HOMO energy (alpha / beta): -15.0 / -15.0 eV
* ⟨S²⟩: 3.7840
* spin multiplicity: 4
* total charge: +2


Entry 5:
The following is a quantum chemistry calculation of an isolated ion of composition C3H10NS and charge +2, from the Open Molecules 2025 dataset.

Atoms and positions in Å:
C1 1.302 -0.857 0.546
C2 0.363 0.359 0.528
C3 -1.104 0.072 0.049
S1 -1.515 0.735 -1.560
N1 2.220 -0.803 1.749
H1 0.754 -1.790 0.600
H2 1.959 -0.769 -0.312
H3 0.750 1.175 -0.084
H4 0.225 0.872 1.484
H5 -1.757 0.608 0.717
H6 -1.403 -0.974 0.116
H7 -2.451 -0.179 -1.916
H8 1.697 -0.851 2.629
H9 2.863 -1.601 1.731
H10 2.757 0.069 1.766

Computed properties:
* relative energy (zero: lowest compared OMol25 entry of this formula, charge and spin): 0.0 kcal/mol
* HOMO energy (alpha / beta): -20.8 / -21.5 eV
* ⟨S²⟩: 0.7531
* spin multiplicity: 2
* total charge: +2


Entry 6:
The following is a quantum chemistry calculation of a 4-piece molecular cluster, C29H72BCl2N6O7P overall, from the Open Molecules 2025 dataset.

Atoms and positions in Å:
C1 2.551 2.692 -0.273
C2 2.123 1.227 -0.391
C3 2.429 0.664 -1.790
C4 3.935 0.817 -2.038
C5 1.926 -0.813 -1.908
N1 2.661 -1.624 -0.990
O1 0.533 -0.712 -1.780
C6 -0.431 -1.316 -0.905
C7 -1.300 -2.447 -1.518
C8 -0.948 -3.942 -1.653
C9 -1.494 -4.411 -3.035
C10 0.480 -4.481 -1.546
C11 -0.117 -1.444 0.602
C12 0.605 -2.634 1.214
C13 1.376 -2.159 2.478
Cl1 -0.607 -3.840 1.825
C14 2.218 -1.366 -3.372
N2 1.093 -2.184 -3.819
O2 3.473 -1.969 -3.507
C15 3.576 -3.381 -3.735
B1 4.847 -3.873 -2.885
O3 4.592 -4.239 -1.563
N3 6.185 -3.956 -3.365
C16 6.346 -3.660 -4.794
C17 7.156 -3.229 -2.536
P1 2.373 0.057 -4.652
O4 0.832 0.647 -4.638
Cl2 2.428 -1.077 -6.395
H1 2.152 3.286 -1.087
H2 3.619 2.808 -0.138
H3 2.077 3.050 0.636
H4 2.641 0.681 0.393
H5 1.043 1.235 -0.284
H6 1.827 1.326 -2.399
H7 4.349 0.026 -2.652
H8 4.439 0.744 -1.076
H9 4.199 1.783 -2.438
H10 3.644 -1.695 -1.208
H11 2.587 -1.315 -0.033
H12 -1.177 -0.527 -0.873
H13 -2.230 -2.366 -0.962
H14 -1.541 -2.051 -2.499
H15 -1.543 -4.518 -0.957
H16 -0.688 -4.358 -3.755
H17 -1.808 -5.450 -2.983
H18 -2.336 -3.814 -3.362
H19 0.635 -4.863 -0.544
H20 0.560 -5.364 -2.173
H21 1.265 -3.787 -1.780
H22 0.348 -0.510 0.892
H23 -1.093 -1.414 1.072
H24 1.345 -3.134 0.623
H25 1.074 -1.163 2.784
H26 1.273 -2.853 3.299
H27 2.431 -2.084 2.225
H28 0.322 -1.575 -4.077
H29 1.340 -2.626 -4.701
H30 3.669 -3.555 -4.805
H31 2.721 -3.967 -3.418
H32 3.961 -4.976 -1.581
H33 7.369 -3.835 -5.107
H34 5.719 -4.329 -5.368
H35 6.021 -2.649 -5.037
H36 6.832 -2.219 -2.287
H37 8.109 -3.173 -3.048
H38 7.308 -3.756 -1.602
H39 0.931 1.605 -4.512
C18 0.138 4.928 2.315
O5 -0.419 4.551 1.069
C19 -1.651 3.859 1.149
C20 -2.888 4.756 1.294
C21 -3.078 5.317 2.699
N4 -2.877 5.865 0.335
H40 -0.071 4.187 3.092
H41 -0.224 5.909 2.631
H42 1.218 5.001 2.183
H43 -1.739 3.318 0.201
H44 -1.613 3.102 1.943
H45 -3.758 4.133 1.074
H46 -2.384 6.129 2.915
H47 -4.085 5.720 2.808
H48 -2.945 4.540 3.454
H49 -2.853 5.489 -0.610
H50 -1.985 6.345 0.429
C22 1.025 0.761 7.618
O6 1.198 0.057 6.402
C23 1.134 -1.353 6.507
C24 -0.288 -1.934 6.501
C25 -1.023 -1.769 7.826
N5 -1.109 -1.367 5.428
H51 1.458 0.219 8.463
H52 -0.031 0.966 7.812
H53 1.538 1.718 7.520
H54 1.657 -1.730 5.624
H55 1.701 -1.697 7.383
H56 -0.190 -3.008 6.314
H57 -1.370 -0.747 7.978
H58 -1.902 -2.412 7.850
H59 -0.385 -2.043 8.669
H60 -0.669 -1.569 4.535
H61 -1.056 -0.354 5.507
C26 -5.669 1.532 -1.525
O7 -6.170 2.267 -0.423
C27 -6.012 3.670 -0.511
C28 -7.093 4.391 -1.328
C29 -6.920 4.244 -2.836
N6 -8.444 3.955 -0.962
H62 -4.768 1.993 -1.941
H63 -6.424 1.426 -2.307
H64 -5.417 0.534 -1.167
H65 -6.073 4.032 0.519
H66 -5.006 3.919 -0.876
H67 -7.009 5.455 -1.093
H68 -7.217 3.257 -3.190
H69 -7.541 4.971 -3.357
H70 -5.883 4.416 -3.133
H71 -8.601 4.148 0.023
H72 -8.466 2.940 -1.021

Computed properties:
* HOMO energy: -8.3 eV
* SMILES string: CC[C@@H](C)[C@@](N)(O[C@@H](CC(C)C)C[C@@H](C)Cl)[C@](N)(OCB(O)N(C)C)P(O)Cl.COC[C@@H](C)N.COC[C@@H](C)N.COC[C@@H](C)N
* spin multiplicity: 1
* total charge: 0


Entry 7:
The following is a quantum chemistry calculation of C32H20AuN5O7S as an isolated structure, from the Open Molecules 2025 dataset.

Atoms and positions in Å:
Au1 -0.799 0.699 0.281
S1 -3.342 -1.890 -2.537
C1 -2.547 -3.045 -1.503
C2 -2.602 -4.435 -1.524
C3 -1.861 -5.121 -0.581
C4 -1.081 -4.446 0.368
C5 -1.028 -3.069 0.391
C6 -1.770 -2.372 -0.557
N1 -1.837 -0.997 -0.683
C7 -2.599 -0.600 -1.659
C8 -2.719 0.829 -1.927
C9 -3.542 1.365 -2.912
C10 -3.575 2.737 -3.096
C11 -2.790 3.560 -2.299
C12 -1.964 3.023 -1.317
C13 -1.921 1.652 -1.119
H1 -3.203 -4.961 -2.252
H2 -1.885 -6.203 -0.576
H3 -0.514 -5.009 1.096
H4 -0.440 -2.524 1.117
H5 -4.154 0.715 -3.528
H6 -4.215 3.165 -3.856
H7 -2.820 4.633 -2.444
H8 -1.350 3.675 -0.708
O1 6.033 0.841 3.566
N2 5.323 -0.104 3.849
O2 5.689 -1.086 4.467
C14 3.932 -0.064 3.416
C15 3.099 -1.148 3.690
C16 1.808 -1.092 3.262
C17 1.230 -0.016 2.508
O3 0.033 -0.100 2.115
C18 2.166 1.043 2.254
C19 3.480 1.011 2.692
N3 1.814 2.177 1.429
O4 0.623 2.469 1.281
O5 2.711 2.865 0.978
N4 0.949 -2.249 3.537
O6 1.353 -3.335 3.160
O7 -0.091 -2.054 4.121
H9 3.477 -2.011 4.218
H10 4.149 1.822 2.448
N5 1.536 -0.300 -0.396
C20 2.186 0.189 -1.349
C21 3.671 0.071 -1.423
C22 4.383 0.618 -2.483
C23 5.768 0.526 -2.508
C24 6.443 -0.111 -1.479
C25 5.732 -0.674 -0.424
C26 4.353 -0.586 -0.397
C27 1.414 0.894 -2.427
C28 0.552 0.161 -3.234
C29 -0.201 0.808 -4.203
C30 -0.095 2.182 -4.361
C31 0.765 2.911 -3.549
C32 1.521 2.272 -2.579
H11 3.859 1.118 -3.287
H12 6.318 0.958 -3.333
H13 7.523 -0.173 -1.496
H14 6.258 -1.179 0.376
H15 3.792 -1.032 0.414
H16 0.470 -0.910 -3.094
H17 -0.875 0.239 -4.830
H18 -0.689 2.687 -5.110
H19 0.839 3.985 -3.664
H20 2.181 2.837 -1.934

Computed properties:
* relative energy (zero: lowest compared OMol25 entry of this formula, charge and spin): 2.5 kcal/mol
* HOMO energy (alpha / beta): -8.4 / -8.9 eV
* ⟨S²⟩: 2.0200
* spin multiplicity: 3
* total charge: 0


Entry 8:
The following is a quantum chemistry calculation of a 2-piece molecular cluster, CH5N5 overall, from the Open Molecules 2025 dataset.

Atoms and positions in Å:
C1 -0.273 -0.978 1.068
N1 -2.174 0.454 -2.812
N2 -1.130 0.586 -2.426
N3 -0.776 0.157 1.279
N4 -0.040 0.369 -2.108
N5 0.875 1.103 -1.235
H1 -0.266 -1.447 0.014
H2 0.404 -1.397 1.800
H3 -1.447 0.449 0.612
H4 1.527 0.468 -0.806
H5 1.479 1.691 -1.901

Computed properties:
* relative energy (zero: lowest compared OMol25 entry of this formula, charge and spin): 65.0 kcal/mol
* HOMO energy: -9.5 eV
* spin multiplicity: 1
* total charge: 0


Number 1: electronic energy -54093.689 eV. Number 2: electronic energy -57491.657 eV. Number 3: electronic energy -13477.236 eV. Number 4: electronic energy -120839.584 eV. Number 5: electronic energy -15578.961 eV. Number 6: electronic energy -89523.474 eV. Number 7: electronic energy -69809.236 eV. Number 8: electronic energy -8563.712 eV.